1.
Below is the molecule C4H10N4 at a distorted geometry, with properties calculated with the ωB97M-V functional and the def2-TZVPD basis.

**Maximum force**: 5.9 eV/Å
**Energy above the lowest of the compared OMol25 structures with the same formula, charge and spin**: 71.56 kcal per mole
**SMILES**: [H]/N=C\N(C)/C=N\NC
**Frontier orbital gap**: 9.29 eV
**E_tot**: -10267.7476 eV

Each line ends with the natural charge from an NBO analysis.
Atoms and positions in Å:
H: 2.86475 -0.90818 0.06458  0.310
N: 2.09331 -1.57166 -0.14931  -0.669
C: 1.06874 -0.86937 -0.36566  0.277
N: 0.76283 0.41845 -0.00054  -0.475
C: 1.88122 1.12043 0.66099  -0.423
C: -0.28817 1.13250 -0.56106  0.245
N: -1.38881 0.70242 -0.81596  -0.306
N: -1.81704 -0.60532 -0.35064  -0.501
C: -2.17370 -0.46220 1.05017  -0.441
H: 0.18623 -1.39010 -0.71696  0.196
H: 1.30672 1.98848 1.06759  0.211
H: 2.60702 1.39754 -0.11733  0.199
H: 2.29561 0.53893 1.44836  0.219
H: -0.26034 2.22749 -0.68077  0.194
H: -2.57095 -0.86702 -0.94359  0.369
H: -1.43035 -0.88551 1.73647  0.196
H: -3.17829 -0.80208 1.22893  0.207
H: -2.30099 0.56516 1.42130  0.192


2.
Below is the molecule C5H8OS at a distorted geometry, with properties calculated with the ωB97M-V functional and the def2-TZVPD basis.

**Maximum force**: 2.7 eV/Å
**Energy above the lowest of the compared OMol25 structures with the same formula, charge and spin**: 66.95 kcal per mole
**Frontier orbital gap (alpha / beta)**: 8.68 / 7.15 eV
**E_tot**: -18194.3995 eV

Each line ends with the natural charge from an NBO analysis.
Atoms and positions in Å:
C: -0.38115 -1.42779 0.38679  0.399
C: -0.96260 0.24164 -1.29241  -0.131
C: -0.05491 0.00520 -0.12523  -0.268
C: 1.44021 0.07216 -0.39141  -0.606
C: -0.33855 0.99736 1.10019  -0.608
O: -0.25197 -1.85039 1.52860  -0.556
S: -0.90070 -2.50247 -0.89873  0.028
H: -2.09069 0.46151 -1.26448  0.218
H: -0.50612 0.43913 -2.20041  0.178
H: 1.81869 1.08459 -0.37728  0.221
H: 1.83417 -0.53485 -1.29494  0.226
H: 1.85954 -0.40560 0.49429  0.229
H: -1.39953 0.84074 1.32666  0.210
H: -0.20696 2.08028 1.12756  0.227
H: 0.14055 0.49849 1.88081  0.233


3.
Below is the molecule C3H7N3O2 at a distorted geometry, with properties calculated with the ωB97M-V functional and the def2-TZVPD basis.

**Maximum force**: 4.2 eV/Å
**Energy above the lowest of the compared OMol25 structures with the same formula, charge and spin**: 125.36 kcal per mole
**SMILES**: C/C(=N\N)O/C=N\O
**Frontier orbital gap**: 9.84 eV
**E_tot**: -11785.8770 eV

Each line ends with the natural charge from an NBO analysis.
Atoms and positions in Å:
C: -0.70103 1.22534 -1.42227  -0.708
C: -0.08961 0.15974 -0.44243  0.556
N: -0.46285 -0.08055 0.73304  -0.381
N: -1.62976 0.61524 1.15934  -0.655
O: 0.87501 -0.57953 -1.07605  -0.493
C: 1.50293 -1.63616 -0.45025  0.294
N: 1.88156 -1.94400 0.68211  -0.157
O: 1.74778 -1.16628 1.82757  -0.566
H: -0.32487 1.11269 -2.44520  0.248
H: -0.44726 2.25639 -1.00609  0.231
H: -1.85309 1.14677 -1.47307  0.248
H: -1.60385 1.69000 1.05908  0.352
H: -1.56906 0.45403 2.28140  0.369
H: 1.81256 -2.46127 -1.13161  0.190
H: 0.86155 -0.79244 1.70445  0.472


4.
Below is the molecule C7H7N at a distorted geometry, with properties calculated with the ωB97M-V functional and the def2-TZVPD basis.

**Maximum force**: 7.6 eV/Å
**Energy above the lowest of the compared OMol25 structures with the same formula, charge and spin**: 0.00 kcal per mole
**Expectation value of S²**: 2.025
**Frontier orbital gap (alpha / beta)**: 6.44 / 7.66 eV
**E_tot**: -8855.8183 eV
**Multiplicity**: 3

Each line ends with the Löwdin spin population.
Atoms and positions in Å:
C: 1.80828 -0.23127 0.31347  0.175
C: 1.11194 -1.45653 0.14479  0.401
C: 1.28824 0.97954 0.23580  0.383
C: -0.22009 -1.41139 -0.05476  0.462
C: -2.31413 0.03628 -0.53014  0.083
C: -0.19498 1.24588 -0.00483  0.063
C: -0.94605 -0.09691 -0.03892  0.051
N: -2.50447 -0.07192 0.68836  0.258
H: 2.77209 -0.40544 0.51261  0.001
H: 1.69732 -2.33228 0.12217  0.020
H: 1.94216 1.97898 0.35878  0.010
H: -0.89538 -2.28889 0.06699  0.022
H: -2.59513 0.23039 -1.55013  0.018
H: -0.47689 1.98270 0.71841  0.019
H: -0.47292 1.84088 -0.98260  0.033


Question: The lowest E_tot belongs to which entry?
Answer: C5H8OS


Question: Number 1 is which compound?
Answer: C4H10N4